The following is a DFT calculation (ωB97M-V with the def2-TZVPD basis set) of a 11-piece molecular cluster, C41H70O33 overall at a distorted geometry.

```
144
Properties=species:S:1:pos:R:3:forces:R:3:lowdin_charge:R:1
C -17.79238 -3.72878 -3.60932 1.082 -0.178 0.235 -0.019
C -17.60659 -3.84918 -5.09765 0.038 0.438 0.097 -0.308
C -18.82137 -3.45754 -5.94534 0.222 -1.128 0.042 -0.092
O -18.26526 -2.67666 -6.99003 -0.154 0.218 -0.166 0.065
C -17.03211 -2.24033 -6.62880 -0.268 -0.100 0.256 -0.566
O -16.43055 -1.38900 -7.19263 0.219 -0.033 -0.175 0.168
O -16.61122 -2.89840 -5.53099 0.040 0.228 0.026 0.068
H -16.80547 -3.87623 -3.15577 -0.103 -0.090 0.039 0.083
H -18.42051 -4.52892 -3.22349 -0.307 0.203 0.011 0.093
H -18.09151 -2.72934 -3.30059 -0.448 -0.067 -0.102 0.095
H -17.20208 -4.82808 -5.35633 -0.240 -0.106 -0.095 0.146
H -19.59570 -2.91620 -5.40297 0.168 0.257 0.043 0.135
H -19.25844 -4.37330 -6.34766 -0.138 0.229 -0.240 0.128
C -10.56234 -0.71315 -5.90074 1.316 -0.602 -0.136 -0.007
C -9.52155 0.15628 -6.58408 -1.136 0.600 0.343 -0.314
C -9.06878 1.38423 -5.78458 -0.328 -0.213 -0.456 -0.083
O -7.66260 1.41664 -6.02856 0.059 0.090 0.052 0.059
C -7.25543 0.19696 -6.45439 -0.372 0.364 0.594 -0.576
O -6.12015 -0.14796 -6.47766 0.356 -0.199 -0.231 0.154
O -8.31146 -0.56789 -6.77590 0.165 -0.282 -0.182 0.089
H -11.49940 -0.19962 -5.71347 -0.033 0.071 -0.020 0.097
H -10.09622 -1.09221 -4.98674 -0.373 0.157 0.228 0.077
H -10.69264 -1.59309 -6.53114 -0.443 0.066 0.018 0.077
H -9.93193 0.48370 -7.54368 0.400 -0.113 -0.207 0.151
H -9.27258 1.30391 -4.71632 0.173 -0.112 0.031 0.129
H -9.54867 2.27437 -6.18615 0.242 0.174 0.120 0.133
C -4.30176 -1.59114 -2.24996 -0.366 -0.681 0.469 -0.019
C -5.46750 -0.69964 -1.87443 0.646 0.664 -0.968 -0.294
C -5.76981 0.33415 -2.99926 0.314 -0.293 0.835 -0.062
O -7.17248 0.19382 -3.21087 -0.160 0.095 -0.359 0.069
C -7.64195 -0.87964 -2.56539 0.320 -0.177 0.260 -0.562
O -8.74157 -1.32185 -2.67882 -0.255 0.039 -0.018 0.149
O -6.70078 -1.41356 -1.75476 0.038 0.074 -0.017 0.067
H -3.38771 -0.99967 -2.24596 0.034 -0.008 -0.192 0.096
H -4.45620 -2.09091 -3.20761 0.038 0.285 -0.148 0.097
H -4.18355 -2.39962 -1.52265 0.078 0.171 0.087 0.075
H -5.21950 -0.16135 -0.95887 -0.425 -0.257 0.263 0.151
H -5.21384 0.10731 -3.90675 -0.219 0.061 -0.175 0.126
H -5.55184 1.34054 -2.65039 -0.122 0.103 -0.235 0.136
C -13.88879 -7.91828 -3.63947 -0.740 0.076 -0.434 -0.015
C -12.84673 -8.32009 -4.65899 0.789 -0.487 0.787 -0.281
C -11.37379 -8.21860 -4.14170 -1.356 0.744 -0.854 -0.094
O -10.85831 -9.52792 -4.26653 0.071 0.129 0.168 0.084
C -11.81176 -10.37257 -4.70612 -0.045 0.245 0.054 -0.567
O -11.65424 -11.53386 -4.87315 0.095 -0.462 -0.079 0.165
O -12.97878 -9.73051 -4.91860 -0.010 0.236 -0.156 0.081
H -14.80510 -8.48256 -3.83579 0.044 0.023 -0.057 0.086
H -14.15883 -6.86653 -3.75498 0.227 0.063 0.209 0.071
H -13.60931 -8.13304 -2.60937 0.238 0.057 -0.030 0.089
H -12.92239 -7.78099 -5.59988 -0.341 -0.080 -0.065 0.129
H -11.38613 -7.82977 -3.12856 0.451 -0.333 0.176 0.106
H -10.88169 -7.51696 -4.81128 0.598 -0.188 0.228 0.110
C -17.61977 -7.36153 -11.21578 -0.008 0.866 -0.784 -0.024
C -17.52558 -6.36909 -10.08125 0.043 -0.701 0.343 -0.303
C -18.17424 -6.87997 -8.79900 0.235 -0.992 -0.531 -0.087
O -17.30244 -6.42199 -7.76246 -0.557 0.517 0.159 0.060
C -16.10015 -6.16397 -8.31281 0.048 -0.221 -0.377 -0.558
O -15.11778 -5.91278 -7.69475 0.234 0.171 0.319 0.158
O -16.14573 -6.26858 -9.65392 -0.162 0.228 0.035 0.091
H -17.10381 -6.92264 -12.07446 0.217 -0.291 0.060 0.091
H -18.64405 -7.47902 -11.57521 -0.101 -0.109 0.359 0.093
H -17.18573 -8.32318 -10.96240 0.018 -0.036 0.075 0.094
H -17.85204 -5.37055 -10.37194 -0.089 0.007 0.032 0.159
H -18.10157 -7.97344 -8.78526 -0.070 0.030 -0.071 0.137
H -19.23075 -6.64912 -8.69329 0.177 0.601 0.443 0.138
C -13.32481 -4.09972 -0.96918 0.203 -0.081 -0.091 -0.059
C -13.15011 -2.58821 -0.97215 0.309 -0.348 -0.170 -0.196
O -12.95667 -2.03309 0.33483 -0.405 0.124 0.207 0.035
C -11.75441 -1.98014 0.92099 -0.405 0.118 -0.357 -0.606
O -11.53713 -1.21419 1.81390 0.194 -0.052 0.175 0.141
O -10.88610 -2.85322 0.39809 0.331 0.109 0.024 -0.025
C -9.52501 -2.67601 0.86190 -0.562 -0.018 0.359 0.001
H -12.61973 -4.60120 -0.31279 0.033 0.160 0.207 0.061
H -13.12559 -4.51142 -1.96316 -0.237 0.135 -0.056 0.060
H -14.33377 -4.36239 -0.65448 -0.009 -0.065 -0.009 0.078
H -14.07396 -2.15382 -1.34952 0.052 0.302 0.160 0.119
H -12.33392 -2.23745 -1.60634 0.046 -0.262 -0.054 0.124
H -9.02362 -3.60988 0.64115 0.211 0.091 -0.249 0.075
H -9.52044 -2.51219 1.93795 -0.048 -0.020 -0.020 0.098
H -9.10391 -1.79874 0.37702 0.211 -0.184 -0.173 0.097
C -5.16998 -9.57675 -8.14850 -0.162 0.844 -0.227 -0.053
C -5.86930 -8.70938 -7.10661 0.413 -0.878 -0.217 -0.209
O -5.79843 -7.32893 -7.47586 -0.262 0.272 0.137 0.000
C -4.65620 -6.66978 -7.24862 -0.514 -0.291 -0.218 -0.612
O -3.64431 -7.15616 -6.83358 0.206 0.094 0.271 0.136
O -4.78456 -5.37656 -7.54233 0.293 0.171 0.025 0.003
C -5.92544 -4.91081 -8.28694 -0.066 -0.120 0.949 -0.026
H -4.10714 -9.34519 -8.18236 0.086 -0.267 0.211 0.073
H -5.56466 -9.28013 -9.12430 -0.118 -0.317 -0.021 0.083
H -5.35775 -10.63218 -7.97074 0.084 -0.042 -0.005 0.080
H -5.42780 -8.87971 -6.12221 0.002 0.268 -0.016 0.114
H -6.92789 -8.94584 -7.08077 -0.065 0.176 0.068 0.099
H -6.85772 -5.17826 -7.78984 0.034 -0.292 -0.107 0.068
H -5.89358 -5.34997 -9.27771 -0.107 0.350 -0.232 0.101
H -5.85005 -3.82927 -8.21258 0.153 0.017 -0.603 0.098
C -7.57554 -3.68825 -4.92772 -0.066 0.644 0.512 -0.012
C -8.87259 -4.21565 -4.37357 0.037 -0.052 0.011 -0.172
O -9.94415 -3.87708 -5.28923 0.198 0.077 -0.025 0.030
C -11.13992 -4.33676 -4.96604 -0.433 0.147 0.183 -0.601
O -11.42808 -5.04144 -4.03145 -0.028 -0.075 0.094 0.133
O -11.99787 -3.86013 -5.86431 0.066 0.261 -1.045 -0.032
C -13.39998 -4.05583 -5.70292 -0.349 -0.004 0.659 -0.030
H -7.36266 -3.99618 -5.94519 0.136 -0.236 0.024 0.068
H -6.79163 -3.96085 -4.21765 0.146 -0.369 -0.321 0.078
H -7.57328 -2.59379 -4.89282 -0.197 -0.045 -0.274 0.068
H -9.05471 -3.72642 -3.41594 -0.248 -0.167 0.011 0.115
H -8.89282 -5.29338 -4.24195 0.179 0.007 0.045 0.110
H -13.67284 -3.56444 -4.76930 -0.353 -0.244 0.017 0.101
H -13.70725 -5.10151 -5.73275 0.291 -0.081 0.354 0.071
H -13.93819 -3.59132 -6.52453 0.437 0.315 -0.104 0.095
C -6.71777 -7.99089 -3.42914 0.567 -0.356 -0.629 -0.022
O -7.49163 -6.93093 -2.89471 0.087 0.301 0.178 -0.022
C -8.59022 -7.26224 -2.20956 -0.690 -0.015 -0.863 -0.605
O -9.02077 -8.36496 -2.04817 0.203 -0.387 0.553 0.156
O -9.21179 -6.12188 -1.92872 0.767 0.651 0.165 -0.023
C -10.34328 -6.07185 -1.09865 -0.564 -0.010 0.917 -0.039
H -6.04763 -7.54607 -4.16654 -0.014 0.211 0.207 0.088
H -7.30724 -8.72622 -3.97612 -0.289 -0.015 0.343 0.103
H -6.11215 -8.46720 -2.66005 -0.165 -0.090 0.098 0.104
H -10.77766 -7.05083 -0.89661 -0.054 -0.051 -0.431 0.104
H -11.03470 -5.36736 -1.54424 -0.137 -0.289 -0.325 0.059
H -10.11193 -5.65300 -0.11420 0.482 -0.039 -0.090 0.093
C -3.07630 -6.16506 -0.68667 0.436 0.297 0.557 -0.031
O -4.37430 -5.59103 -0.80282 -0.228 0.083 -0.457 -0.033
C -5.30356 -6.01134 0.06741 0.481 -0.165 0.099 -0.611
O -5.10822 -6.80535 0.94353 -0.109 -0.031 -0.029 0.141
O -6.48033 -5.43989 -0.14748 -0.575 -0.236 0.282 0.025
C -6.59439 -4.41187 -1.11258 -0.196 0.808 -0.476 -0.053
H -2.53527 -5.90483 -1.59060 -0.133 -0.082 -0.129 0.094
H -3.09901 -7.23910 -0.52390 -0.193 -0.019 -0.107 0.098
H -2.56771 -5.69802 0.16103 0.004 -0.147 -0.013 0.100
H -6.34057 -4.75352 -2.11287 0.307 -0.032 0.083 0.087
H -6.02566 -3.53982 -0.80463 0.319 -0.141 -0.120 0.079
H -7.62289 -4.06245 -1.17124 -0.173 -0.417 0.332 0.080
O -9.17270 -8.32856 -7.46528 0.247 -0.120 0.196 0.174
C -9.87289 -7.40189 -7.70051 -0.320 0.084 -0.286 -0.562
O -9.49751 -6.28322 -8.34365 0.155 0.239 -0.194 0.061
C -10.58180 -5.33071 -8.36732 -0.162 -0.857 0.082 -0.067
C -11.79114 -6.23212 -8.01926 0.853 1.330 -0.159 -0.095
O -11.18884 -7.34744 -7.38082 -0.118 -0.161 0.042 0.050
H -10.36321 -4.56420 -7.63040 -0.121 0.093 -0.024 0.108
H -10.69351 -4.91830 -9.36584 0.273 0.093 -0.001 0.131
H -12.29559 -6.50672 -8.94233 -0.292 -0.340 0.230 0.136
H -12.41958 -5.68854 -7.32786 -0.432 -0.405 -0.078 0.089
```
Positions in Å, forces in eV/Å.

Its structure (SMILES) is C[C@H]1COC(=O)O1.C[C@H]1COC(=O)O1.C[C@H]1COC(=O)O1.C[C@H]1COC(=O)O1.C[C@H]1COC(=O)O1.CCOC(=O)OC.CCOC(=O)OC.CCOC(=O)OC.COC(=O)OC.COC(=O)OC.O=C1OCCO1. The gap between HOMO and LUMO is 10.5 eV. The total energy comes out at -111222.04191 eV.